[1]
Formula: C3H7BCl2O2
Source: OMol25
Level of theory: ωB97M-V/def2-TZVPD

Atoms and positions in Å:
1 B -3.60747 -0.00461 0.09643
2 C 1.13566 0.23398 -0.59545
3 C 2.60325 0.57856 -0.30306
4 C 0.41942 -0.69464 0.35461
5 O -4.19180 -0.78997 -0.68771
6 O -3.20041 0.77714 0.94011
7 Cl 3.66787 -0.84636 0.24573
8 Cl -0.08338 0.21012 1.94225
9 H 0.49753 1.08983 -0.81135
10 H 1.17889 -0.28005 -1.50842
11 H 3.08485 0.92836 -1.15428
12 H 2.89717 1.24674 0.41153
13 H 1.04932 -1.50395 0.79426
14 H -4.06659 -1.27245 -1.44007
15 H -1.38430 0.32730 1.71543

Computed properties:
Kohn-Sham gap = 0.262 Eh
Energy above the lowest of the compared OMol25 structures with the same formula, charge and spin = 471.0 kJ/mol
E_LUMO = -0.073 eV
Electronic energy = -1214.14391 Eh


[2]
Formula: H3PS
Source: OMol25
Level of theory: ωB97M-V/def2-TZVPD

Atoms and positions in Å:
1 P 0.27962 0.24138 -0.44783
2 S 1.75231 1.50911 -2.24455
3 H -0.89732 -0.34045 0.11847
4 H 1.14425 -0.51605 0.07770
5 H 0.36512 1.34228 0.44282

Computed properties:
SMILES = [PH3]=S
Kohn-Sham gap (spin up / spin down) = 0.258 / 0.257 Eh
Energy above the lowest of the compared OMol25 structures with the same formula, charge and spin = 310.0 kJ/mol
E_LUMO (spin up / spin down) = -1.854 / -1.947 eV
Electronic energy = -741.20268 Eh


[3]
Formula: C4H10OS
Source: OMol25
Level of theory: ωB97M-V/def2-TZVPD

Atoms and positions in Å:
1 C 2.31439 -1.01698 0.13073
2 O 1.89795 0.13953 -0.50436
3 C 0.78022 0.92060 -0.04776
4 C -0.49514 0.01444 -0.22981
5 C -1.78242 0.54431 0.28236
6 S -3.24954 -0.53647 -0.10093
7 H 3.42764 -0.99560 0.29550
8 H 2.14040 -1.91377 -0.49071
9 H 1.82635 -1.14161 1.12988
10 H 0.80512 1.02515 1.09443
11 H 0.90745 1.88170 -0.40747
12 H -0.60156 -0.22628 -1.30281
13 H -0.22841 -1.02402 0.12029
14 H -2.15967 1.46752 -0.25510
15 H -1.75829 0.67480 1.33848
16 H -3.82450 0.18666 -1.05274

Computed properties:
SMILES = COCCCS
Kohn-Sham gap = 0.368 Eh
Energy above the lowest of the compared OMol25 structures with the same formula, charge and spin = 139.4 kJ/mol
E_LUMO = 0.924 eV
Electronic energy = -631.77157 Eh